No. 1
The ion C4H7NO2S with charge -2 at a distorted geometry, computed with ωB97M-V/def2-TZVPD.

Each line ends with the natural charge from an NBO analysis.
CARTESIAN COORDINATES (ANGSTROEM)
N -0.145969 -1.557980 0.321057  -0.729
C 0.896001 0.583252 -0.550855  -0.414
O -2.151267 -1.997552 1.258292  -0.811
H 0.745574 -1.686515 0.637574  0.345
C -0.429843 -0.147500 0.031708  -0.194
H -0.542773 0.309273 0.992439  0.152
S 1.562425 3.359292 -0.823587  -0.796
H 0.005543 1.937359 -2.081759  0.170
H -0.509986 2.321922 -0.457088  0.182
H 1.455713 0.008129 -1.267655  0.184
H -1.419516 -0.024624 -0.444555  0.187
C -1.115081 -2.511408 0.868017  0.867
O -0.784495 -3.701277 0.907037  -0.822
H 1.449341 0.621236 0.345448  0.190
C 0.369786 1.952499 -1.035044  -0.512

Atoms 1-2, force components in eV/Å:
-2.506 -0.216 -1.861
-4.120 -0.074 0.056

Values from the calculation:
- structure (SMILES) = O=C([O-])NCCC[S-]
- charge = -2
- total energy (eV) = -20681.410
- energy relative to the best compared isomer or geometry (same formula, charge and spin) (kJ/mol) = 92.4
- largest force on an atom (eV/Å) = 4.1
- spin multiplicity = 1
- highest occupied orbital energy (eV) = 0.0

---

No. 2
A structure of composition C17H13N3O5S2 at a distorted geometry, computed with ωB97M-V/def2-TZVPD.

Each line ends with the natural charge from an NBO analysis.
CARTESIAN COORDINATES (ANGSTROEM)
H 7.291248 1.409860 1.893836  0.245
C 4.609765 1.416701 -0.965067  -0.108
H -3.665400 -1.872167 -1.369331  0.230
C -1.666746 0.137275 -0.087894  -0.164
H 6.459719 3.515560 0.688644  0.175
H -7.760142 -1.529042 -0.145313  0.229
C -5.172639 0.620623 0.164294  -0.031
S -0.143575 1.180851 -0.348057  0.234
H 4.938463 3.443592 -1.263819  0.228
N 0.279542 -1.303728 0.226351  -0.609
H -5.014914 1.831630 0.786459  0.222
O 2.414605 -2.686325 0.149099  -0.982
O 3.435492 -1.358673 2.067153  -0.869
C -4.408084 -1.140522 -0.860521  -0.116
H 5.065401 -1.976330 -0.232894  0.235
O -7.224637 2.205902 0.985053  -0.503
O -1.946900 -2.225836 0.383253  -0.526
C 5.136839 0.041797 -0.307100  -0.113
H 6.282836 -0.678181 1.396215  0.200
C -6.421419 0.433121 0.212693  -0.035
C -2.821920 0.818247 -0.643484  -0.109
H -2.852134 1.765273 -0.534432  0.203
N 2.167220 -0.360016 -0.072709  -0.818
H 4.033680 -1.330630 -1.675032  0.258
S 3.059626 -1.546241 0.603727  2.222
C -5.667873 -1.805551 -0.665553  -0.224
C -6.811955 -1.053711 -0.087217  -0.163
H 3.904806 1.165190 -1.651519  0.186
C -1.092601 -1.313496 0.109394  0.641
H -5.866613 -2.722571 -1.080903  0.213
O -8.590906 0.788532 0.873105  -0.249
C 4.455611 -1.218981 -0.685559  -0.577
C 6.553286 1.562014 1.083072  -0.241
N -7.560421 1.012636 0.791027  0.555
C -4.052105 0.057494 -0.351229  -0.178
C 6.127817 2.413326 0.241393  -0.157
H 0.497434 -2.141808 0.543187  0.451
C 0.939170 -0.326620 -0.003005  0.446
C 6.020028 0.210116 0.595481  -0.149
C 5.068382 2.560681 -0.762794  -0.253

Atoms 1-2, force components in eV/Å:
-0.629 1.334 -0.667
-0.919 -8.757 -0.196

Values from the calculation:
- charge = 0
- total energy (eV) = -54201.056
- energy relative to the best compared isomer or geometry (same formula, charge and spin) (kJ/mol) = 1603.2
- largest force on an atom (eV/Å) = 19.5
- spin multiplicity = 1
- highest occupied orbital energy (eV) = -9.2

---

No. 3
A cluster of 2 separate species, CH2Cl2N2 in total at a distorted geometry, computed with ωB97M-V/def2-TZVPD.

Each line ends with the Mulliken spin population.
CARTESIAN COORDINATES (ANGSTROEM)
H -0.168808 -0.589944 -0.560231  -0.029
Cl 2.770558 -1.851308 -0.014044  0.115
N 0.063371 -0.327174 0.396928  1.052
H -0.050536 0.682378 0.444443  -0.026
Cl 4.628137 1.166519 -0.002668  0.289
C 2.439039 -0.251387 -0.038497  0.653
N 2.900672 0.865527 -0.009375  -0.053

Atoms 1-2, force components in eV/Å:
-0.201 0.099 -0.177
0.325 -0.657 -0.019

Values from the calculation:
- charge = 0
- total energy (eV) = -29088.672
- energy relative to the best compared isomer or geometry (same formula, charge and spin) (kJ/mol) = 85.6
- ⟨S²⟩ = 2.0173
- largest force on an atom (eV/Å) = 1.4
- spin multiplicity = 3
- highest occupied orbital energy (spin up / spin down) (eV) = -8.3 / -10.6

---

No. 4
A cluster of 2 separate species, C7H13N4 in total at a distorted geometry, computed with ωB97M-V/def2-TZVPD.

Each line ends with the natural charge from an NBO analysis.
CARTESIAN COORDINATES (ANGSTROEM)
C 0.117875 -0.171395 0.079735  -0.035
C 1.407274 -0.553433 0.158675  0.050
H -3.843588 2.469873 -1.069281  0.176
H -3.490951 -2.441974 -0.206859  0.270
H 5.066509 0.808959 -1.054049  0.434
H -0.059556 0.924868 0.000013  0.216
H -4.285442 2.981346 0.631509  0.195
N 2.419400 0.220124 0.115269  -0.556
H -2.445568 -3.900655 -0.072581  0.270
C -3.521256 0.903304 0.359904  0.005
N 4.579437 1.054540 -0.231272  -0.695
C -3.960493 2.186642 -0.023112  -0.274
C -1.684843 -1.864150 0.043960  0.517
N -3.134603 0.072994 -0.489117  -0.626
N -0.910010 -0.963104 -0.025273  -0.338
H 4.000437 1.901035 -0.122098  0.466
H 4.002225 -0.233744 1.435857  0.202
H 5.367632 1.141556 0.373407  0.419
C 3.722731 -0.174500 0.307942  -0.028
H -3.415736 0.790890 1.438185  0.182
C -2.506266 -2.816208 -0.133317  -0.558
H 4.184961 -1.010766 -0.260195  0.191
H 1.652879 -1.562561 0.221433  0.163
H -3.263049 0.236360 -1.478725  0.354

Atoms 1-2, force components in eV/Å:
-1.706 3.061 -0.354
1.307 -1.553 0.022

Values from the calculation:
- charge = +1
- total energy (eV) = -13417.181
- energy relative to the best compared isomer or geometry (same formula, charge and spin) (kJ/mol) = 724.8
- largest force on an atom (eV/Å) = 3.6
- spin multiplicity = 1
- highest occupied orbital energy (spin up / spin down) (eV) = -11.3 / -10.1

---

What is the total energy in the second record? -54201.056 eV

---

Which value of charge does entry 2 give? 0